Entry 1:
C5H6O | the ωB97M-V functional and the def2-TZVPD basis

Values from the calculation:
gap between HOMO and LUMO = 10.558 eV
E_tot = -269.2649 a.u.
energy above the lowest of the compared OMol25 structures with the same formula, charge and spin = 213.4 kJ/mol
highest occupied orbital energy = -9.7242 eV
SMILES = C#CCC(C)=O
multiplicity = 1
net charge = 0

```
12
Properties=species:S:1:pos:R:3:forces:R:3
C -2.299924 -0.086773 -0.483238 0.57 1.13 0.82
C -1.274688 0.544341 -0.615840 -0.27 -0.23 -0.33
C 0.050719 1.123309 -0.587690 0.17 -0.11 -0.09
C 0.884134 0.304173 0.394598 0.52 0.23 0.42
C 0.877033 -1.209086 0.378330 0.10 0.08 0.00
O 1.554012 0.902880 1.200816 0.03 -0.06 0.03
H -3.018820 -0.101908 0.301347 -0.94 -0.77 -0.34
H 0.522914 1.082752 -1.574638 0.00 0.07 0.02
H 0.055331 2.164393 -0.219061 -0.10 -0.45 -0.31
H 1.813840 -1.509510 0.855014 -0.18 -0.11 -0.16
H 0.790268 -1.621003 -0.631324 -0.03 0.06 0.15
H 0.045179 -1.593569 0.981687 0.11 0.16 -0.20
```
Forces are in eV/Å.

Entry 2:
C21H29N10PdS2 | the ωB97M-V functional and the def2-TZVPD basis

Values from the calculation:
gap between HOMO and LUMO (alpha / beta) = 6.329 / 3.719 eV
E_tot = -2288.3281 a.u.
energy above the lowest of the compared OMol25 structures with the same formula, charge and spin = 148.9 kJ/mol
highest occupied orbital energy (alpha / beta) = -16.1890 / -16.4738 eV
multiplicity = 5
net charge = +3

```
63
Properties=species:S:1:pos:R:3:forces:R:3
Pd 0.433986 0.242585 -0.609045 -0.07 0.18 0.14
S -0.034843 0.190585 1.773353 0.10 0.14 -0.23
C 1.399017 1.060275 2.223764 0.05 -0.20 0.63
N 1.721105 0.945839 3.508399 -0.33 0.16 -0.31
N 2.562787 1.685166 4.165503 0.22 0.12 -0.19
C 2.971895 3.015849 4.065443 -0.16 -0.18 -0.04
C 2.164400 4.017370 3.501883 -0.02 -0.16 -0.11
C 2.598565 5.320059 3.549235 0.05 0.06 0.00
C 3.829438 5.633165 4.137474 -0.05 0.05 -0.02
C 4.618766 4.638342 4.707814 0.04 0.00 0.01
C 4.183862 3.331465 4.697862 0.09 -0.07 0.09
N 2.262551 1.699519 1.356772 0.00 0.22 0.16
N 2.061712 1.509446 0.133239 0.19 -0.13 0.02
C 2.939458 2.131830 -0.762635 0.09 0.02 -0.15
C 3.987931 2.967798 -0.347984 -0.10 -0.07 0.09
C 4.811907 3.527150 -1.300470 0.01 0.00 -0.05
C 4.601245 3.265084 -2.655954 0.00 -0.01 0.01
C 3.557128 2.440103 -3.069277 0.09 0.07 -0.11
C 2.730238 1.874905 -2.123675 0.03 0.01 0.18
H 2.901702 1.196044 4.989812 0.06 -0.03 0.05
H 1.186181 3.778066 3.109976 -0.03 -0.05 -0.06
H 1.971832 6.111104 3.159852 0.02 -0.01 0.01
H 4.157110 6.664225 4.177749 -0.01 -0.03 -0.02
H 5.561934 4.890292 5.173038 -0.02 -0.01 0.00
H 4.778730 2.548460 5.157080 -0.03 0.04 -0.02
H 4.137053 3.154052 0.707037 0.03 0.02 -0.04
H 5.628259 4.169767 -0.996835 -0.03 -0.03 -0.02
H 5.259037 3.703380 -3.396153 -0.03 0.00 0.03
H 3.403302 2.249593 -4.123388 0.00 -0.01 0.04
H 1.918603 1.221041 -2.426885 -0.12 -0.05 -0.08
C -4.822971 2.398950 -2.137047 0.03 0.03 0.03
N -3.899074 1.270366 -1.970757 -0.14 -0.13 -0.02
C -2.638874 1.390798 -1.641155 -0.19 0.05 -0.02
N -2.089731 2.574816 -1.454351 0.06 -0.13 -0.02
S -1.749310 -0.133608 -1.472456 0.21 0.01 0.03
H -5.804433 2.007171 -2.378582 -0.02 -0.03 -0.01
H -4.488996 3.041539 -2.953238 0.02 -0.02 -0.03
H -4.889779 2.971134 -1.210067 0.01 -0.03 0.02
H -4.253676 0.333698 -2.118378 -0.03 0.01 -0.03
H -2.606285 3.429958 -1.610416 0.01 0.01 0.02
H -1.125133 2.645925 -1.190172 0.19 0.08 0.06
C 0.577490 -2.780869 -0.336046 0.26 -0.09 -0.07
N 1.561380 -1.694796 -0.700250 -0.53 0.51 -0.01
C 2.714673 -1.736664 0.267262 -0.01 -0.18 -0.14
N 3.345186 -3.026648 0.177755 -0.07 -0.10 -0.10
C 2.366907 -4.075759 0.516890 0.06 0.07 -0.11
N 1.230672 -4.057756 -0.416195 0.13 -0.03 -0.06
C 1.730536 -4.262556 -1.783601 0.09 0.07 0.06
N 2.700748 -3.217620 -2.154125 -0.01 -0.13 0.11
C 2.064123 -1.929493 -2.102475 0.05 -0.14 0.20
C 3.818975 -3.243575 -1.198071 -0.07 0.00 0.04
H -0.255646 -2.740379 -1.039037 -0.02 0.01 -0.07
H 0.222340 -2.593797 0.674872 0.00 0.05 0.08
H 2.320733 -1.571080 1.268040 -0.06 0.00 0.06
H 3.417048 -0.946092 0.003738 0.03 0.03 -0.07
H 2.010634 -3.931318 1.535930 -0.03 0.03 0.03
H 2.857688 -5.044106 0.455495 0.01 -0.03 0.01
H 0.898491 -4.256745 -2.487229 -0.03 0.02 -0.01
H 2.221939 -5.231142 -1.838528 0.00 -0.03 -0.01
H 1.215076 -1.897439 -2.785262 -0.08 0.00 -0.03
H 2.774926 -1.143084 -2.353881 0.05 0.06 0.03
H 4.544031 -2.473523 -1.462383 0.00 0.02 0.00
H 4.309477 -4.213102 -1.254411 0.00 -0.01 -0.01
```
Forces are in eV/Å.